No. 1
{"formula": "CHBeF4O", "method": "ωB97M-V/def2-TZVPD", "species": ["F", "F", "F", "F", "O", "C", "Be", "H"], "coordinates": [[-0.16809, 1.49507, -0.11643], [0.75925, -0.56563, 1.18039], [-1.35007, -0.46440, 0.34484], [0.40578, 1.26684, 1.72649], [0.40352, -0.72706, -1.10522], [0.15377, 0.49145, 0.67511], [-0.90031, -1.21428, -0.79977], [0.69616, -0.28198, -1.90541]], "atomic_forces_ev_per_a": [[0.3, -2.8, -2.3], [-0.2, -0.7, -2.8], [-1.3, 0.4, 1.5], [-1.2, 0.0, 0.7], [0.5, -0.2, -1.8], [1.3, 3.3, 5.0], [0.5, 0.3, -0.1], [0.2, -0.3, -0.2]], "mulliken_charge": [-0.105, -0.115, -0.238, -0.118, -0.375, 1.241, 0.299, 0.411], "orbital_gap_ev": 11.26, "total_charge": 1, "lumo_ev": -6.5, "spin_multiplicity": 1, "homo_energy_ev": -17.78, "e_tot_ev": -14361.9697}

---

No. 2
{"formula": "CHBiF3O", "method": "ωB97M-V/def2-TZVPD", "species": ["Bi", "F", "F", "F", "O", "C", "H"], "coordinates": [[-2.70355, -2.87975, -0.89375], [0.40357, 2.19549, 0.75061], [1.84849, 0.68132, 1.30291], [1.75175, 1.39200, -0.73782], [-1.46384, -1.55253, -0.48143], [0.90968, 0.96651, 0.30026], [-0.74610, -0.80303, -0.24078]], "atomic_forces_ev_per_a": [[-1.2, -1.3, -0.4], [-0.3, -0.5, -0.2], [-0.5, -0.3, -0.2], [-0.4, -0.4, 0.0], [2.3, 2.4, 0.8], [0.2, 0.2, 0.1], [-0.1, -0.1, 0.0]], "mulliken_charge": [0.880, -0.250, -0.250, -0.249, -0.505, -0.135, 0.509], "orbital_gap_ev": [2.68, 2.89], "s_squared": 0.753, "total_charge": 0, "lumo_ev": [-4.2, -4.0], "spin_multiplicity": 2, "homo_energy_ev": [-6.87, -6.91], "e_tot_ev": -17086.9023}

---

No. 3
{"formula": "CHBr2NO", "method": "ωB97M-V/def2-TZVPD", "species": ["Br", "Br", "O", "N", "C", "H"], "coordinates": [[-1.10764, -1.36880, 0.82178], [0.18440, -0.59493, -2.14634], [-0.37601, 1.50117, 1.12966], [-0.09000, 1.18560, -0.01776], [-0.02544, -0.18455, -0.30776], [1.41468, -0.53850, 0.52043]], "atomic_forces_ev_per_a": [[-0.1, 0.3, -0.7], [-0.3, 0.1, 0.5], [0.2, -0.8, -2.1], [-0.2, 2.1, 1.8], [3.6, -2.9, 2.8], [-3.2, 1.1, -2.4]], "mulliken_charge": [-0.020, -0.016, -0.244, 0.023, -0.059, 0.316], "orbital_gap_ev": [8.13, 8.13], "total_charge": 0, "lumo_ev": [-1.9, -1.9], "spin_multiplicity": 1, "homo_energy_ev": [-10.02, -10.02], "e_tot_ev": -144670.3562}

---

Computed ΔE to the lowest compared entry with this formula, charge and spin (eV) in order:
3.003; 2.485; 4.547